Record 1
A 2-piece molecular cluster, C5H6N2O3 overall, computed with wB97M-V/def2-TZVPD.

Summary:
SMILES = C=C1C=CN=N1.O=C(O)O
orbital gap = 8.66 eV
multiplicity = 1
energy above the lowest of the compared OMol25 structures with the same formula, charge and spin = 43.6 kcal/mol
E_tot = -14403.021 eV

Structure (XYZ):
```
16
Properties=species:S:1:pos:R:3:forces:R:3
C 1.409442 1.418133 0.136881 0.450 -0.788 -0.142
C 1.292197 0.248251 -0.524163 0.038 0.920 0.165
C 1.759013 -0.161328 -1.833907 -0.373 -0.232 -0.616
C 1.224296 -1.393168 -2.000727 0.515 0.693 -0.379
N 0.479707 -1.751590 -0.857782 -0.353 0.344 0.680
N 0.516672 -0.816472 0.000473 0.153 -0.784 0.017
H 1.861869 2.286975 -0.341423 0.031 -0.274 0.206
H 1.156022 1.464379 1.197521 -0.386 0.126 -0.457
H 2.357839 0.426574 -2.523123 -0.152 -0.211 0.212
H 1.253481 -2.065318 -2.855073 0.111 0.157 0.340
O -1.980718 -0.065358 2.931800 0.104 0.012 -0.534
C -2.059172 -0.009476 1.728510 -0.635 0.551 0.986
O -1.721075 1.062734 0.984738 -0.156 -0.066 -0.361
O -2.616111 -0.925840 0.951686 -0.065 -0.167 -0.541
H -1.869180 1.863572 1.503897 0.326 -0.242 0.260
H -3.064279 -1.582065 1.500695 0.392 -0.039 0.163
```
Forces are in eV/Å.



Record 2
One molecule with the formula C5H6N2O3, computed with wB97M-V/def2-TZVPD.

Summary:
SMILES = CC1(C)C(=O)n2on1c2=O
orbital gap = 10.06 eV
multiplicity = 1
energy above the lowest of the compared OMol25 structures with the same formula, charge and spin = 109.2 kcal/mol
E_tot = -14400.176 eV

Structure (XYZ):
```
16
Properties=species:S:1:pos:R:3:forces:R:3
C 0.197436 -0.756287 1.021042 -0.174 0.173 0.050
C -0.834439 -0.106082 0.100322 0.975 -0.120 0.251
C -0.178022 0.733997 -0.991703 -0.188 -0.007 0.032
C -1.758878 -1.138514 -0.514127 -1.908 -0.016 0.877
O -1.725451 -2.025518 -1.262989 0.273 -0.014 -0.078
N -3.241553 -0.639221 0.304489 0.562 -0.972 -1.374
O -2.554716 -0.361448 1.536026 0.378 -0.220 0.348
N -1.807866 0.699395 0.889083 0.246 0.572 -0.074
C -2.916673 0.693708 -0.075800 -0.518 0.651 0.291
O -3.314622 1.475351 -0.860561 0.001 0.056 -0.166
H 0.578558 -1.663494 0.558970 0.111 -0.049 -0.012
H -0.261708 -1.004994 1.975790 0.026 -0.096 -0.051
H 1.018277 -0.065701 1.195035 0.079 0.042 -0.012
H 0.257129 1.615058 -0.526038 0.067 0.037 0.037
H -0.897711 1.058769 -1.739692 0.026 0.034 -0.064
H 0.608048 0.161564 -1.474316 0.045 -0.072 -0.055
```
Forces are in eV/Å.



Record 3
One molecule with the formula C5H6N2O4, computed with wB97M-V/def2-TZVPD.

Summary:
SMILES = COC(=O)N(C#N)C(=O)OC
orbital gap = 11.25 eV
multiplicity = 1
energy above the lowest of the compared OMol25 structures with the same formula, charge and spin = 43.9 kcal/mol
E_tot = -16450.727 eV

Structure (XYZ):
```
17
Properties=species:S:1:pos:R:3:forces:R:3
C -3.082556 1.094500 -0.088100 -4.773 0.095 -1.222
O -1.791513 0.727767 -0.421716 1.151 -0.772 -0.134
C -1.466241 -0.469750 0.068285 3.040 1.010 -2.366
O -2.079066 -1.275536 0.649171 -0.514 -0.493 0.584
N -0.004227 -0.727437 -0.442366 -2.228 1.481 1.194
C 0.360329 -1.995975 -0.575642 -0.644 -1.625 -0.650
N 0.486482 -3.115230 -0.815136 0.242 0.133 0.271
C 1.031440 0.178035 -0.162153 0.355 -0.763 0.342
O 0.998543 1.274061 0.258889 -1.707 2.399 0.642
O 2.169410 -0.433569 -0.305837 1.297 -1.886 -1.102
C 3.268323 0.171464 0.320683 1.242 -0.369 1.482
H -3.170043 1.202620 0.968969 -0.024 0.488 0.815
H -3.828678 0.218100 -0.323848 1.393 1.562 0.192
H -3.551039 2.044515 -0.640971 1.910 -2.058 1.052
H 2.991262 0.416266 1.372979 0.529 -0.949 -0.367
H 3.472878 1.145485 -0.013192 0.161 1.272 -1.249
H 4.194692 -0.455322 0.149988 -1.431 0.475 0.516
```
Forces are in eV/Å.



Record 4
A 2-piece molecular cluster, C5H6N2O7 overall, computed with wB97M-V/def2-TZVPD.

Summary:
orbital gap (alpha / beta) = 6.47 / 8.34 eV
multiplicity = 1
E_tot = -22583.893 eV

Structure (XYZ):
```
20
Properties=species:S:1:pos:R:3:forces:R:3
C -1.788554 -2.345295 -0.254626 0.095 -0.470 0.472
C -0.823464 -1.240964 0.137891 -0.170 0.656 0.003
C 0.505613 -1.398706 0.106094 0.138 -1.308 -0.505
C 1.558752 -0.271010 0.048224 -2.046 1.353 2.830
O 1.439184 0.703029 0.786574 0.795 -0.841 -1.262
O 2.362214 -0.653318 -0.837216 0.773 -0.046 -0.743
O 5.625062 1.958205 0.888480 -1.718 0.094 -2.547
N 4.973420 2.080502 -0.143063 1.646 2.347 0.656
O 4.899130 3.007399 -0.943218 0.035 -2.460 1.896
C -1.469131 0.093062 0.522226 1.405 -1.468 0.027
O -1.460440 0.830273 -0.679258 -1.892 2.325 0.455
N -2.258360 2.051236 -0.322070 0.022 0.867 -0.527
O -2.472628 2.810092 -1.245628 0.530 -1.624 1.565
O -2.575702 2.137875 0.851632 0.263 0.293 -2.049
H -2.817110 -2.063700 0.038879 0.520 -0.299 -0.216
H -1.759198 -2.553043 -1.342973 0.008 0.369 0.543
H -1.520250 -3.299419 0.237712 -0.184 0.398 -0.160
H 0.929875 -2.400871 0.010365 -0.209 0.275 -0.374
H -2.490170 -0.066095 0.876566 0.255 -0.106 -0.008
H -0.858244 0.620747 1.263401 -0.267 -0.357 -0.054
```
Forces are in eV/Å.



Record 5
An isolated ion of composition C5H6N2OP and charge +1, computed with wB97M-V/def2-TZVPD.

Summary:
orbital gap (alpha / beta) = 6.49 / 6.64 eV
multiplicity = 3
charge = +1
energy above the lowest of the compared OMol25 structures with the same formula, charge and spin = 0.0 kcal/mol
⟨S²⟩ = 2.07
E_tot = -19585.705 eV

Structure (XYZ):
```
15
Properties=species:S:1:pos:R:3:forces:R:3
C -0.724845 1.651419 0.207754 -2.971 1.525 -0.067
C 1.488173 0.924790 0.125977 0.075 0.640 -1.035
C -1.530056 0.596035 -0.475766 2.817 -2.456 3.685
C 2.704283 0.580225 -0.110218 0.643 -0.719 0.459
C -0.844384 -0.752562 -0.037511 0.737 -0.621 0.561
N 0.542536 1.700250 0.176897 -0.029 1.100 1.251
N -1.467145 -1.719120 0.650099 1.790 0.294 -0.908
O 0.350328 -0.947446 -0.260191 0.164 0.546 -0.459
P 3.397603 -0.908031 -0.099039 1.558 -0.247 -2.338
H -1.325765 2.489413 0.689762 1.140 -0.820 -0.811
H -2.485454 0.503877 -0.096560 -2.329 0.582 -0.046
H -1.322201 0.539072 -1.475847 -0.195 0.467 -2.866
H -2.343005 -1.588410 1.043835 -1.771 -0.148 0.821
H 4.349470 -0.636869 -1.287976 -0.585 -0.377 1.734
H -0.789532 -2.432641 0.948781 -1.044 0.234 0.018
```
Forces are in eV/Å.



Record 6
A 2-piece molecular cluster, C5H6N2S overall, computed with wB97M-V/def2-TZVPD.

Summary:
orbital gap (alpha / beta) = 7.86 / 7.86 eV
multiplicity = 1
energy above the lowest of the compared OMol25 structures with the same formula, charge and spin = 99.0 kcal/mol
E_tot = -19093.716 eV

Structure (XYZ):
```
14
Properties=species:S:1:pos:R:3:forces:R:3
C -0.176851 1.450012 1.199220 -0.571 -0.739 -0.801
C -0.476372 -1.026373 0.770011 -0.836 1.998 -0.309
C -0.986541 -1.847733 -0.098587 -0.269 -0.238 -1.893
C -0.426309 0.367424 0.306604 3.683 -1.263 -1.240
C 1.623499 0.547979 -0.433632 -3.369 0.028 -1.187
N 0.230577 2.264178 1.886493 0.142 1.139 0.967
N -1.186182 0.459310 -0.853140 -1.175 -0.555 0.638
S -1.390044 -1.107378 -1.636830 0.397 0.906 0.686
H -0.440262 -1.307318 1.753690 0.885 -0.452 2.355
H -1.112493 -2.877368 0.075952 -0.342 -1.046 -0.084
H 1.813822 -0.425942 -0.964372 -0.203 1.304 0.399
H 2.215623 0.740598 0.419267 0.649 0.222 0.709
H 1.334710 1.475874 -1.053761 0.958 -1.679 0.830
H -1.023177 1.286737 -1.370915 0.051 0.374 -1.069
```
Forces are in eV/Å.



Record 7
One molecule with the formula C5H6N2S, computed with wB97M-V/def2-TZVPD.

Summary:
SMILES = C#C/C(=N\S)N1CC1
orbital gap = 9.24 eV
multiplicity = 1
energy above the lowest of the compared OMol25 structures with the same formula, charge and spin = 95.6 kcal/mol
E_tot = -19093.866 eV

Structure (XYZ):
```
14
Properties=species:S:1:pos:R:3:forces:R:3
C 1.333636 -0.359991 2.321867 -0.156 0.100 -0.329
C 0.878740 -0.194566 1.226791 -0.300 -0.007 -0.573
C 0.281107 -0.016473 -0.090946 0.316 0.281 0.326
N -0.748057 -0.617060 -0.524089 -0.241 -0.314 0.111
S -1.581229 -1.804211 0.343131 -0.199 0.287 -0.842
N 0.979415 0.888865 -0.909844 0.030 0.053 0.060
C 0.795560 2.326903 -0.691615 -0.122 -0.043 0.287
C 0.239141 1.658265 -1.887647 -0.972 -0.455 -0.554
H 1.739047 -0.480361 3.284521 0.207 -0.086 0.455
H -0.873705 -1.807353 1.454683 0.392 -0.081 0.764
H 0.079214 2.621455 0.076578 0.216 -0.030 -0.127
H 1.696142 2.919661 -0.767470 -0.005 0.029 0.058
H -0.863105 1.470654 -1.910799 1.099 0.261 -0.057
H 0.733456 1.755849 -2.860769 -0.265 0.004 0.421
```
Forces are in eV/Å.



Record 8
One molecule with the formula C5H6N2S, computed with wB97M-V/def2-TZVPD.

Summary:
SMILES = C=C(C#N)NC(C)=S
orbital gap = 8.43 eV
multiplicity = 1
energy above the lowest of the compared OMol25 structures with the same formula, charge and spin = 88.2 kcal/mol
E_tot = -19094.187 eV

Structure (XYZ):
```
14
Properties=species:S:1:pos:R:3:forces:R:3
C -1.643926 -1.699914 -0.308356 2.884 -0.512 -0.955
C -0.813475 -0.703585 0.290004 -2.894 -0.512 -2.177
C -1.673832 0.523090 0.237164 -5.172 3.485 -1.490
N -2.637315 1.238388 -0.053465 6.435 -4.169 2.136
N 0.573221 -0.701957 0.698833 -0.869 2.759 -2.044
C 1.597850 0.127387 0.110688 0.735 -0.685 0.257
C 1.151914 1.544847 -0.079737 -0.306 -0.345 2.337
S 3.248325 -0.277160 -0.098099 -3.079 0.011 0.549
H -1.207489 -2.756770 -0.821471 -1.124 2.988 2.043
H -2.705225 -1.419608 -0.624965 1.800 -0.479 0.859
H 0.844251 -1.601187 0.850940 1.276 -3.006 0.554
H 0.431622 1.775290 -0.839720 -1.080 -0.386 0.041
H 1.966200 2.132075 -0.374892 1.458 0.720 -0.086
H 0.867877 1.819110 1.013079 -0.063 0.133 -2.024
```
Forces are in eV/Å.